Entry from the Open Molecules 2025 dataset: a cluster of 6 separate species, C45H82F3N3O20S6 in total (ωB97M-V/def2-TZVPD).

Geometry as XYZ:
```
159
Properties=species:S:1:pos:R:3:forces:R:3:lowdin_charge:R:1
C -4.11652 -2.98476 5.62499 -0.1 0.1 0.8 -0.11
O -3.24516 -4.13851 5.59523 -0.3 1.1 -1.1 -0.22
C -2.47963 -4.16885 4.37853 0.1 -0.7 -0.2 -0.24
C -2.22708 -5.68186 3.95346 0.6 1.1 -0.3 -0.15
C -0.67016 -5.99797 3.76448 -0.7 -0.5 -0.3 -0.20
C -0.40058 -6.59518 2.32083 0.0 0.9 0.0 -0.21
C -0.45921 -5.43889 1.22177 -0.3 -0.8 0.3 -0.21
C 0.84440 -5.37702 0.32399 -1.4 -0.1 -0.1 -0.19
C 0.53342 -4.55388 -0.99143 0.2 0.6 0.9 -0.18
C 1.77620 -3.65904 -1.47860 -1.7 0.7 -0.1 -0.11
C 1.34035 -2.17667 -1.26420 0.1 2.1 0.8 -0.10
C 0.48631 -1.42841 -2.21470 0.7 0.3 0.9 -0.09
C 0.02222 -2.18564 -3.49509 -0.8 0.3 0.5 -0.03
C 0.09323 -0.03103 -1.96290 1.3 -1.8 1.1 -0.15
O -0.68741 0.56310 -2.95248 0.2 -0.1 1.4 0.00
C 0.49896 0.69724 -0.73153 0.5 -1.5 -0.1 -0.06
C 0.06101 2.15936 -0.41971 0.5 -0.7 -0.5 -0.12
C 0.33553 3.17884 -1.61147 -1.6 0.2 0.8 -0.17
C -1.06399 3.86823 -1.94211 1.5 0.6 -0.3 -0.20
C -1.60518 4.75252 -0.74673 0.3 -0.7 0.8 -0.19
C -2.96191 4.25051 -0.10810 0.1 1.2 -0.2 -0.21
C -4.06518 3.82364 -1.15268 -0.5 -0.9 0.9 -0.23
C -4.56336 2.32999 -0.85073 -0.7 0.8 0.2 -0.44
S -4.13415 1.13443 -2.18733 -0.6 -0.4 -0.2 0.95
C -5.50352 0.98509 -3.34102 -1.5 0.0 0.3 -0.61
N -6.79622 0.65169 -3.18523 2.9 0.9 -0.6 0.04
N -7.32660 0.69852 -4.44016 0.9 0.4 -2.3 0.01
C -6.37652 1.01794 -5.33395 -1.8 -0.7 3.3 -0.13
O -5.19726 1.21636 -4.65191 -0.4 0.0 -0.7 -0.03
C 1.33181 -0.04415 0.18037 -0.5 -1.6 -1.3 0.00
C 1.76358 -1.44421 -0.08651 -1.3 1.0 -0.6 0.01
C 2.67954 -1.84808 1.10730 -1.2 1.1 -2.1 -0.34
O 3.00880 -2.92317 1.51873 0.3 0.5 -0.2 0.14
N 3.05729 -0.57093 1.63502 0.6 0.4 2.0 -0.01
C 4.43211 -0.08485 1.42683 1.0 -0.6 0.2 -0.10
C 4.57508 1.24741 0.60328 1.1 0.1 0.5 -0.02
C 4.92946 2.45869 1.54180 -0.3 -0.7 -0.5 -0.53
F 6.12975 2.21747 2.19257 -1.3 0.6 -1.0 0.09
F 4.01223 2.66822 2.52901 0.9 0.0 -1.1 0.12
F 5.03550 3.59452 0.77597 0.1 -1.0 1.2 0.10
C 1.96220 0.33798 1.56459 -1.2 -0.7 -3.0 -0.35
O 1.54379 1.15396 2.33475 1.0 -0.2 0.1 0.14
H -3.76622 -2.17258 4.93189 -0.4 -0.8 0.5 0.09
H -4.08399 -2.56153 6.66797 -0.1 -0.4 -1.0 0.09
H -5.17513 -3.29237 5.39510 1.0 0.4 0.0 0.08
H -1.51364 -3.62041 4.54271 -0.7 -0.5 -0.1 0.12
H -3.01126 -3.63291 3.54125 0.3 -0.5 0.8 0.11
H -2.73979 -5.80179 2.95814 0.4 -0.2 1.1 0.10
H -2.70119 -6.33754 4.72782 0.4 0.6 -0.8 0.11
H -0.36473 -6.72315 4.56164 -0.1 0.7 -0.7 0.10
H -0.10190 -5.03945 3.89838 -0.3 -1.0 -0.1 0.10
H 0.61113 -7.07209 2.23947 -0.9 0.2 0.3 0.10
H -1.21073 -7.33381 2.07505 1.0 0.4 0.4 0.10
H -0.63768 -4.47084 1.76460 0.3 -0.6 -0.7 0.11
H -1.38644 -5.62997 0.60745 1.0 0.3 0.3 0.11
H 1.11627 -6.42035 0.02558 0.0 0.8 0.4 0.11
H 1.64535 -4.92699 0.95947 -0.4 -0.3 -0.8 0.10
H 0.12232 -5.19357 -1.81578 0.6 0.4 0.8 0.11
H -0.30635 -3.85152 -0.71495 0.8 -0.6 -0.4 0.11
H 2.69530 -3.85355 -0.87873 -0.7 0.0 -0.7 0.11
H 1.89426 -3.83403 -2.57433 0.4 0.1 0.9 0.10
H 0.86420 -2.64564 -4.06559 -0.6 0.6 0.4 0.09
H -0.65861 -3.03389 -3.19722 0.7 0.7 -0.2 0.09
H -0.61061 -1.51793 -4.14032 0.9 -0.6 0.5 0.07
H -1.35018 1.09434 -2.47306 0.2 0.0 -0.5 0.04
H -1.04037 2.11718 -0.17747 1.0 0.2 -0.1 0.12
H 0.63278 2.50073 0.47478 -0.7 -0.5 -0.5 0.11
H 0.74617 2.65731 -2.50605 -0.2 0.6 0.7 0.09
H 0.99600 3.99775 -1.23620 -0.2 -0.8 -0.5 0.11
H -0.84611 4.57782 -2.78987 -0.6 -1.0 0.4 0.11
H -1.74871 3.03469 -2.24496 0.2 1.0 0.1 0.07
H -0.83154 4.68400 0.07504 -0.8 0.2 -0.7 0.11
H -1.65478 5.84957 -0.99368 -0.1 -1.2 -0.1 0.11
H -3.38071 5.12427 0.46920 0.4 -0.9 -0.4 0.11
H -2.74538 3.46101 0.66306 -0.3 0.5 -0.9 0.10
H -4.95920 4.48867 -1.01831 0.8 -0.5 -0.3 0.11
H -3.72970 3.86385 -2.21600 -0.2 0.2 0.9 0.09
H -5.66721 2.30023 -0.63238 1.1 -0.1 -0.5 0.09
H -4.07608 1.93117 0.08066 -0.3 0.2 -1.1 0.07
H -6.57513 1.10937 -6.41946 0.9 0.0 1.0 0.14
H 4.96904 -0.88416 0.83964 -0.6 0.7 0.6 0.14
H 4.99869 -0.02718 2.40000 -0.6 0.2 -0.9 0.13
H 5.49245 1.12663 -0.04073 -0.9 0.2 0.6 0.14
H 3.73982 1.47561 -0.09994 0.4 -0.1 0.8 0.13
C 8.34976 2.56061 4.51759 0.1 0.0 0.3 -0.08
C 9.20001 3.03644 3.35474 -0.5 -0.8 0.0 -0.26
O 9.88399 4.26390 3.64963 0.5 0.4 0.2 -0.26
S 11.13269 4.21872 4.65616 -0.3 0.4 -0.4 0.58
C 11.70813 5.86521 4.37801 -0.1 0.1 -0.1 -0.13
O 12.10458 3.29315 4.15012 -0.2 -0.1 0.3 -0.28
O 10.64771 4.13385 6.00145 0.3 -0.2 -0.1 -0.28
H 8.96634 2.29383 5.37575 0.0 0.0 0.0 0.07
H 7.77047 1.68030 4.23771 0.0 0.1 -0.1 0.07
H 7.66685 3.34822 4.84303 0.0 -0.1 -0.1 0.09
H 9.91495 2.26813 3.04953 0.1 0.2 0.1 0.12
H 8.55462 3.23377 2.49749 0.2 0.3 0.0 0.11
H 12.05086 5.95502 3.34957 0.0 0.0 0.0 0.07
H 12.53287 6.04348 5.06672 -0.1 -0.1 0.0 0.08
H 10.89698 6.56087 4.58313 0.0 -0.1 0.0 0.07
C 3.29534 5.60210 -7.51241 0.1 -0.3 0.0 -0.08
C 2.06598 6.01648 -6.72499 0.8 0.4 0.0 -0.26
O 0.98936 5.08043 -6.87314 -0.4 -0.5 0.2 -0.26
S 1.10187 3.66551 -6.12360 -0.5 0.2 -0.4 0.59
C -0.55532 3.12404 -6.40327 -0.1 0.1 -0.1 -0.12
O 1.28466 3.89624 -4.71950 0.3 0.0 -0.2 -0.28
O 1.98290 2.81264 -6.86246 0.1 0.1 0.4 -0.27
H 3.72155 4.67782 -7.12234 0.0 0.0 0.0 0.07
H 4.06504 6.37330 -7.45894 -0.1 0.1 0.0 0.08
H 3.04013 5.42398 -8.55908 0.0 0.1 0.1 0.09
H 2.30423 6.15663 -5.66765 -0.1 -0.2 0.0 0.12
H 1.70477 6.97416 -7.10292 -0.3 -0.2 0.0 0.12
H -1.24096 3.78189 -5.87272 0.1 0.0 0.0 0.07
H -0.63485 2.10750 -6.01879 0.1 0.1 0.1 0.07
H -0.75237 3.13269 -7.47380 0.1 0.0 0.0 0.08
C 3.46159 -0.39543 5.21861 0.2 -0.1 -0.1 -0.07
C 3.73403 0.40517 6.47768 -0.4 0.3 -0.8 -0.25
O 4.37491 -0.38246 7.49114 0.5 -0.2 0.3 -0.26
S 5.92110 -0.76369 7.29012 -0.4 -0.1 0.5 0.58
C 6.20827 -1.41374 8.90659 -0.1 0.0 0.1 -0.12
O 6.67986 0.44300 7.12984 -0.1 -0.2 -0.3 -0.28
O 6.01931 -1.83944 6.34837 0.2 0.3 0.0 -0.28
H 4.39080 -0.70278 4.73759 0.0 0.0 0.0 0.06
H 2.89383 0.19776 4.49960 -0.1 0.1 0.1 0.06
H 2.90298 -1.30446 5.45192 0.0 0.1 0.0 0.09
H 4.32866 1.29531 6.25705 0.1 -0.1 0.1 0.12
H 2.78630 0.74751 6.89608 0.2 -0.1 0.3 0.12
H 6.10540 -0.61401 9.63671 0.0 0.0 -0.1 0.07
H 7.22238 -1.81079 8.92331 0.0 0.1 -0.1 0.08
H 5.49423 -2.21252 9.09667 0.0 0.0 -0.1 0.07
C -10.98794 -1.74969 5.14729 0.1 0.2 -0.2 -0.08
C -10.16317 -3.01577 5.00547 -0.3 0.3 0.8 -0.26
O -9.75981 -3.24794 3.64924 0.4 0.0 -0.4 -0.26
S -8.60568 -2.32069 3.02816 -0.3 -0.5 -0.3 0.58
C -8.34450 -3.24189 1.54469 -0.1 -0.1 0.0 -0.12
O -7.43558 -2.42069 3.85219 -0.2 0.3 0.0 -0.28
O -9.16502 -1.04987 2.67458 0.3 0.0 0.3 -0.28
H -10.39609 -0.86436 4.91489 0.0 0.0 0.0 0.07
H -11.35975 -1.64439 6.16748 0.0 -0.1 0.0 0.08
H -11.83475 -1.76263 4.45794 0.0 -0.1 0.1 0.09
H -9.29012 -2.99278 5.66240 0.1 0.0 -0.2 0.12
H -10.76846 -3.87270 5.30500 0.2 -0.1 -0.3 0.12
H -7.94887 -4.22299 1.79834 0.0 0.0 0.0 0.07
H -7.62534 -2.69046 0.94031 0.0 0.1 0.1 0.08
H -9.28932 -3.32591 1.01158 0.0 0.0 0.1 0.08
C -4.57157 -2.71973 -10.47482 0.1 -0.2 0.2 -0.08
C -4.21215 -1.24552 -10.45194 -0.1 -0.5 -0.8 -0.26
O -4.00713 -0.76055 -9.11750 0.3 0.2 0.5 -0.27
S -2.66394 -1.19141 -8.34839 -0.4 0.4 0.1 0.59
C -2.82621 -0.09326 -6.97561 -0.1 0.1 0.0 -0.12
O -1.53178 -0.79412 -9.13275 -0.2 -0.3 0.0 -0.27
O -2.80956 -2.53356 -7.86981 0.2 0.1 -0.2 -0.27
H -3.74486 -3.33362 -10.11749 0.0 0.0 0.0 0.07
H -4.81255 -3.04174 -11.48881 0.0 0.1 0.0 0.08
H -5.42616 -2.91790 -9.82445 0.0 0.0 -0.1 0.09
H -3.33207 -1.04503 -11.06785 0.1 0.0 0.2 0.12
H -5.03748 -0.66927 -10.87313 0.1 0.2 0.3 0.12
H -2.75042 0.93339 -7.32801 0.0 -0.1 0.0 0.07
H -2.01542 -0.31324 -6.28140 0.0 -0.1 -0.1 0.07
H -3.78464 -0.27156 -6.49263 0.1 0.0 0.0 0.06
```
Positions in Å, forces in eV/Å.

The calculated total energy is -6121.43390 Ha. As for the structure (SMILES): COCCCCCCCCc1c(C)c(O)c(CCCCCCCSc2nnco2)c2c1C(=O)N(CCC(F)(F)F)C2=O.CCOS(C)(=O)=O.CCOS(C)(=O)=O.CCOS(C)(=O)=O.CCOS(C)(=O)=O.CCOS(C)(=O)=O.